# 1
The following is a DFT calculation (the ωB97M-V functional and the def2-TZVPD basis) of C27H20 in the gas phase.

Positions of all 47 atoms, in Å:
C 1.1521 0.4346 -1.5060
C 0.2567 0.2897 -0.6666
C -0.6326 0.0225 0.4720
C -1.9822 -0.5191 0.2635
C -2.8315 -0.6851 1.3705
C -3.9562 -1.6544 1.3389
C -4.3441 -2.1160 0.0589
C -3.7981 -1.5559 -1.1022
C -2.6272 -0.8391 -1.0013
C 0.2057 -1.0894 1.2393
C 1.3315 -0.7491 2.0584
C 2.2747 -1.7500 2.4983
C 2.1272 -3.0992 2.1320
C 0.9586 -3.4051 1.4279
C 0.0382 -2.4175 0.9926
C -0.8954 1.3954 1.1824
C -1.1522 2.5202 0.3669
C -1.3340 3.7326 0.9940
C -1.2666 3.9906 2.4289
C -1.0229 2.8715 3.1897
C -0.9140 1.5816 2.5904
C 2.0977 0.3927 -2.5725
C 3.3823 0.0092 -2.2789
C 4.3196 0.0235 -3.2455
C 4.1115 0.8159 -4.3323
C 2.8150 1.3759 -4.7258
C 1.7129 1.1114 -3.8084
H -2.4035 -0.3823 2.3685
H -4.4448 -1.8296 2.2692
H -5.2296 -2.6198 0.0440
H -4.2459 -1.5492 -2.0862
H -2.0006 -0.8266 -1.9030
H 1.6117 0.2432 2.3597
H 3.2967 -1.3860 2.7748
H 2.8223 -3.8460 2.3927
H 0.8119 -4.4048 1.0770
H -0.7109 -2.6155 0.3463
H -1.1140 2.4352 -0.6587
H -1.6886 4.5900 0.3775
H -1.8278 4.8926 2.7537
H -1.1472 2.9386 4.2745
H -0.6755 0.7735 3.2221
H 3.4209 -0.5833 -1.3398
H 5.1768 -0.5767 -3.0411
H 5.0321 0.8910 -4.9954
H 2.6510 1.8388 -5.6949
H 0.6383 1.3296 -3.9062

Atoms 1-3, force components in eV/Å:
C -3.1 -1.2 2.1
C 1.9 0.2 -2.5
C 1.4 0.6 1.5

Values from the calculation:
Frontier orbital gap (hartree): 0.3307
E_LUMO (eV): 0.56
Charge: 0
Relative energy (zero: lowest compared OMol25 entry of this formula, charge and spin) (kcal/mol): 77.7
SMILES string: C(#CC(c1ccccc1)(c1ccccc1)c1ccccc1)c1ccccc1

These are the Löwdin partial charges, in e, on atoms 1 to 4: number 1, C, carries 0.052; number 2, C, carries 0.064; number 3, C, carries -0.305; number 4, C, carries -0.199

# 2
The following is a DFT calculation (the ωB97M-V functional and the def2-TZVPD basis) of a molecular structure, C27H20AsF5N5O5PS6Zr.

Positions of all 71 atoms, in Å:
Zr -0.5247 0.5019 0.2177
N -3.6447 3.5570 -0.4421
C -2.6878 2.9409 0.2405
N -2.1827 1.9728 -0.5010
C -2.8322 2.1184 -1.6998
N -3.7244 3.0723 -1.7081
C -2.5286 1.3187 -2.9022
C -3.0998 1.6237 -4.1374
N -2.8048 0.9344 -5.2314
C -1.9316 -0.0658 -5.0756
C -1.3742 -0.3713 -3.8475
N -1.6671 0.3318 -2.7629
H -4.0783 4.4338 -0.2101
H -2.4173 3.1418 1.2625
H -3.8000 2.4450 -4.2219
H -1.6753 -0.6442 -5.9558
H -0.6930 -1.2085 -3.7268
O 2.5279 -1.0898 2.1592
C 1.9986 -1.0147 1.0785
O 1.5018 0.0719 0.5163
C 1.8560 -2.2242 0.1468
P 1.3049 -1.5865 -1.4887
C 2.8195 -0.7952 -2.1305
C 2.7374 -0.1666 -3.3730
C 3.8248 0.4971 -3.9154
C 5.0197 0.5560 -3.2082
C 5.1090 -0.0482 -1.9642
C 4.0149 -0.7188 -1.4280
C 1.3382 -3.1954 -2.4446
C 0.4869 -4.2252 -2.0250
C 0.4450 -5.4399 -2.6939
C 1.2428 -5.6581 -3.8102
C 2.0774 -4.6419 -4.2509
C 2.1226 -3.4246 -3.5767
H 1.0797 -2.8720 0.5570
H 2.7890 -2.7831 0.0838
H 1.7946 -0.1709 -3.9113
H 3.7284 1.0000 -4.8698
H 5.8666 1.0965 -3.6130
H 6.0262 0.0169 -1.3925
H 4.1033 -1.1460 -0.4386
H -0.1661 -4.0639 -1.1747
H -0.2221 -6.2167 -2.3391
H 1.2130 -6.6083 -4.3303
H 2.7029 -4.7909 -5.1236
H 2.7871 -2.6513 -3.9397
S -0.4804 4.9941 -0.2995
As 0.8763 3.3410 0.0163
S 0.6304 1.8807 -1.6294
S 0.1339 2.3077 1.8750
S 2.8896 3.9649 0.1812
C -1.1072 -0.0537 4.0597
S -1.6951 -0.7091 2.5530
O -2.2424 0.4101 1.7216
O -2.6452 -1.7210 2.9083
O -0.5004 -1.1557 1.7847
H -0.5640 -0.8599 4.5500
H -1.9792 0.2393 4.6410
H -0.4476 0.7893 3.8662
F -6.8329 -3.5869 1.9710
C -5.7118 -3.1963 1.3302
C -4.6370 -4.0513 1.2160
F -4.7062 -5.2824 1.7598
C -3.4994 -3.6404 0.5441
F -2.4912 -4.5303 0.4761
C -3.3602 -2.3724 -0.0074
S -1.8625 -1.8763 -0.7989
C -4.4759 -1.5476 0.1063
F -4.4857 -0.3122 -0.4305
C -5.6265 -1.9377 0.7696
F -6.6791 -1.1036 0.8603

Atoms 1-3, force components in eV/Å:
Zr 0.6 -0.1 -0.6
N -0.1 0.1 -0.3
C -0.1 -0.3 0.2

Values from the calculation:
Frontier orbital gap (hartree): 0.2179
E_LUMO (eV): 4.09
Charge: -2
Relative energy (zero: lowest compared OMol25 entry of this formula, charge and spin) (kcal/mol): 27.7

These are the Löwdin partial charges, in e, on atoms 1 to 4: number 1, Zr, carries 1.199; number 2, N, carries 0.032; number 3, C, carries -0.273; number 4, N, carries -0.058

# 3
The following is a DFT calculation (the ωB97M-V functional and the def2-TZVPD basis) of a molecular structure, C27H20BF4N6O6RuS6.

Positions of all 71 atoms, in Å:
Ru 0.5008 -0.5262 -0.7495
N -0.0564 0.7724 0.9327
S -0.1955 2.3863 0.6754
C 0.3617 3.0868 2.2112
C -0.2672 2.7844 3.4139
C 0.2581 3.2945 4.5847
C 1.3963 4.0954 4.5456
C 2.0142 4.3858 3.3425
C 1.4972 3.8763 2.1585
C -1.9534 2.6830 0.7706
C -2.8319 1.6641 1.0843
C -4.1942 1.9366 1.0841
C -4.6519 3.2082 0.7796
C -3.7530 4.2207 0.4665
C -2.3945 3.9594 0.4510
H 0.6735 0.6697 1.6422
H -1.1475 2.1539 3.4221
H -0.2065 3.0616 5.5326
H 1.8090 4.4790 5.4688
H 2.9135 4.9841 3.3201
H 1.9903 4.0590 1.2132
H -2.4548 0.6763 1.3097
H -4.8956 1.1463 1.3150
H -5.7142 3.4122 0.7749
H -4.1124 5.2102 0.2191
H -1.6867 4.7350 0.1859
O 4.3777 2.3430 2.0244
S 4.1004 1.1025 2.6762
O 3.9539 1.0840 4.1005
N 2.7319 0.4067 2.0037
C 3.0120 -0.6976 1.4183
S 1.8076 -1.7511 0.7212
C 4.4362 -1.1184 1.4529
C 5.0355 -2.2302 0.8904
C 6.4092 -2.3740 1.0421
C 7.1591 -1.4262 1.7292
C 6.5563 -0.3026 2.2860
C 5.1944 -0.1815 2.1318
H 4.4511 -2.9520 0.3367
H 6.9062 -3.2322 0.6104
H 8.2277 -1.5617 1.8248
H 7.1321 0.4464 2.8113
F 1.9300 0.9627 -1.1081
B 3.2375 0.4824 -1.7807
F 4.2159 0.5787 -0.8384
F 2.9171 -0.8459 -2.0760
F 3.4023 1.2545 -2.8809
S -3.6200 -3.0441 -6.5324
C -2.5119 -2.5089 -5.4654
S -1.2481 -1.3497 -5.7774
C -0.7536 -1.4226 -4.0970
N -1.4639 -2.3075 -3.3999
N -2.4007 -2.8725 -4.1294
C -3.3232 -3.7295 -3.4433
C -3.9859 -3.2060 -2.3447
C -4.8615 -4.0239 -1.6475
C -5.0628 -5.3354 -2.0538
C -4.3881 -5.8388 -3.1577
C -3.5086 -5.0353 -3.8639
S 0.4344 -0.4641 -3.4480
H -3.8153 -2.1755 -2.0578
H -5.3893 -3.6317 -0.7891
H -5.7503 -5.9693 -1.5100
H -4.5454 -6.8626 -3.4690
H -2.9758 -5.4123 -4.7253
O -1.5101 -2.4016 0.0589
N -0.7331 -1.9965 -0.6730
O -2.6568 -0.3316 -1.5578
N -2.2126 0.7966 -1.7513
O -2.8573 1.7152 -2.1944
O -0.9533 1.0055 -1.5018

Atoms 1-3, force components in eV/Å:
Ru -0.1 0.9 0.5
N 0.3 -0.2 0.1
S -0.1 0.2 0.0

Values from the calculation:
Frontier orbital gap (spin up / spin down) (hartree): 0.2500 / 0.2189
Multiplicity: 6
E_LUMO (spin up / spin down) (eV): -1.37 / -3.04
Charge: 0
⟨S²⟩: 8.818
Relative energy (zero: lowest compared OMol25 entry of this formula, charge and spin) (kcal/mol): 17.4

These are the Löwdin partial charges, in e, on atoms 1 to 4: number 1, Ru, carries 1.096; number 2, N, carries -0.360; number 3, S, carries 1.122; number 4, C, carries -0.397

# 4
The following is a DFT calculation (the ωB97M-V functional and the def2-TZVPD basis) of a molecular structure, C27H20CrNO4.

Positions of all 53 atoms, in Å:
O 5.3093 4.6048 1.3047
C 5.1746 3.4555 1.0385
Cr 4.9348 1.5891 0.9492
C 3.4183 1.9083 2.0257
O 2.5687 2.2390 2.7739
C 5.9159 1.6388 2.5829
O 6.4195 1.8467 3.6012
C 6.3772 0.9169 -0.5308
C 5.3462 1.6370 -1.1479
C 4.0027 1.2807 -0.9220
C 3.6491 0.1135 -0.1951
C 2.2665 -0.2762 -0.0450
C 1.0537 -0.3682 0.1461
C -0.3385 -0.5982 0.3432
C -1.1478 0.6060 0.6766
C -2.3852 0.5061 1.3333
C -3.2680 1.5869 1.3498
C -2.9143 2.7965 0.7322
C -1.6550 2.9277 0.1436
C -0.7528 1.8611 0.1678
C 4.6975 -0.4812 0.5486
C 6.0464 -0.1344 0.3335
H 7.4212 1.2022 -0.6814
H 5.5764 2.4906 -1.7907
H 3.1993 1.8982 -1.3381
H -0.6703 -1.5822 0.6891
H -2.6474 -0.4315 1.8286
H -4.2261 1.5002 1.8714
H -3.6505 3.6030 0.6652
H -1.3644 3.8784 -0.3068
H 0.2459 1.9755 -0.2487
H 4.4421 -1.2466 1.2909
H 6.8324 -0.6801 0.8611
C -6.2441 -0.1878 -0.2520
O -6.1399 -1.6068 -0.5898
C -4.9015 -2.0997 -0.8716
C -3.7284 -1.2867 -0.9097
C -2.5000 -1.9254 -1.0229
C -2.4490 -3.3230 -1.1790
N -1.1203 -3.6684 -1.4408
C -0.3256 -2.5721 -1.4239
C -1.1106 -1.3879 -1.1840
C -3.5918 -4.1089 -1.2920
C -4.8236 -3.5085 -1.0861
H -7.3157 -0.0394 -0.0614
H -5.6474 0.0438 0.6573
H -5.9035 0.4416 -1.1018
H -3.7862 -0.1897 -0.8654
H -0.8056 -4.6151 -1.7131
H 0.7523 -2.5930 -1.5042
H -0.9469 -0.4141 -1.5839
H -3.5243 -5.1691 -1.5240
H -5.7652 -4.0537 -1.1023

Atoms 1-3, force components in eV/Å:
O -0.5 -5.8 -1.6
C 0.2 6.7 1.6
Cr 0.6 0.7 1.1

Values from the calculation:
Frontier orbital gap (spin up / spin down) (hartree): 0.2231 / 0.1853
Multiplicity: 4
E_LUMO (spin up / spin down) (eV): -5.87 / -8.84
Charge: +2
⟨S²⟩: 3.803
Relative energy (zero: lowest compared OMol25 entry of this formula, charge and spin) (kcal/mol): 11.4

These are the Löwdin partial charges, in e, on atoms 1 to 4: number 1, O, carries 0.180; number 2, C, carries -0.048; number 3, Cr, carries 0.246; number 4, C, carries -0.068